# 1
112
Properties=species:S:1:pos:R:3 method="wB97M-V/def2-TZVPD" de_lowest_kj_mol=83.5 total_charge=+1 orbital_gap_ev="5.92 / 5.85" lumo_energy_ev="-3.79 / -3.86" largest_force_ev_per_a=1.4
Tl -0.39 -0.09 -0.36
S -3.06 0.18 -1.90
S -3.61 -1.19 3.10
S 0.54 -1.06 3.40
S -1.84 -2.95 0.99
S -3.26 0.05 1.66
S -2.64 -3.00 2.73
S 2.73 -0.90 -0.41
S 0.78 -0.91 -3.10
O 3.11 -0.10 0.78
O 0.10 -2.12 4.37
N -1.43 -2.02 -4.10
N -1.93 2.28 -3.25
N -0.55 -0.19 -5.23
N -3.87 1.41 -4.04
N -0.87 2.52 -2.46
N 1.13 3.41 -0.72
C 6.52 -1.64 3.62
C 5.12 -1.47 3.58
C 2.13 3.83 0.04
C -0.35 2.79 4.32
C 1.13 -5.00 0.95
C 3.02 4.82 -0.33
C 6.66 -1.91 -2.52
C 0.45 -6.17 1.34
C -1.50 -3.05 -3.08
C 0.41 0.50 5.68
C 2.27 -2.56 0.20
C 0.26 -6.45 2.66
C -0.49 -1.08 -4.20
C -2.94 -3.38 -2.74
C -1.13 -0.45 -6.54
C 7.14 -2.51 2.77
C 2.34 -1.16 3.46
C -0.62 4.54 -3.82
C 4.36 -2.23 2.65
C 0.81 -5.61 3.65
C 3.10 -0.40 4.36
C 0.23 1.68 6.36
C -0.19 -1.25 -7.44
C -2.92 1.34 -3.08
C 5.03 -3.14 1.81
C 0.98 3.96 -1.93
C 2.24 -2.89 1.55
C 1.28 -4.66 -0.42
C 5.47 -1.18 -0.55
C 2.91 5.34 -1.60
C 6.39 -3.27 1.86
C -0.16 1.60 3.62
C 1.51 -4.49 3.30
C -0.21 3.59 -2.73
C 5.44 -2.10 -3.17
C 0.25 0.47 4.30
C 1.64 -4.12 1.94
C 4.45 -0.55 4.42
C -0.29 4.14 6.44
C 7.96 -2.19 -3.22
C 2.94 -2.05 2.58
C 6.66 -1.45 -1.21
C 1.81 -3.46 -0.78
C 4.25 -1.82 -2.52
C 4.27 -1.38 -1.20
C -0.14 2.85 5.69
C 1.87 4.91 -2.41
H -0.97 -2.71 -2.19
H 5.42 -2.45 -4.19
H 3.79 5.14 0.35
H -2.18 -2.02 -4.77
H 7.60 -1.30 -0.70
H 4.46 -3.73 1.11
H -0.14 4.28 -4.77
H 2.62 0.32 5.00
H 0.05 -6.82 0.57
H -4.69 0.84 -3.89
H 0.66 -0.42 6.21
H -0.66 3.67 3.78
H 0.66 -5.85 4.69
H 3.30 -1.92 -3.03
H 7.09 -1.06 4.34
H 8.30 -3.20 -2.98
H -2.08 -0.98 -6.42
H 0.27 0.39 -5.25
H 2.21 3.37 1.02
H -2.98 -4.18 -2.01
H 0.38 1.71 7.43
H 1.79 5.30 -3.42
H 8.22 -2.62 2.80
H 0.69 4.48 6.78
H -3.49 -3.70 -3.63
H -0.33 5.56 -3.56
H -0.63 -1.39 -8.42
H -3.44 -2.50 -2.32
H -1.34 0.52 -6.99
H -0.30 -7.33 2.96
H 8.73 -1.49 -2.90
H 0.03 -2.22 -7.00
H -0.73 4.91 5.82
H 1.93 -3.86 4.06
H 5.03 0.04 5.11
H 6.89 -3.96 1.19
H -0.99 -3.94 -3.46
H -3.96 2.21 -4.65
H 7.84 -2.12 -4.30
H 0.94 -5.36 -1.17
H 3.60 6.10 -1.96
H -1.70 4.55 -3.97
H -0.91 3.99 7.32
H -0.35 1.57 2.56
H 5.46 -0.79 0.46
H 0.76 -0.71 -7.56
H 1.89 -3.18 -1.82
H -2.08 2.91 -4.04

---

# 2
108
Properties=species:S:1:pos:R:3 method="wB97M-V/def2-TZVPD" s2=8.80 multiplicity=6 de_lowest_kj_mol=0.0 total_charge=+2 orbital_gap_ev="6.07 / 4.96" lumo_energy_ev="-4.79 / -7.56" largest_force_ev_per_a=0.8
Te 4.08 -0.16 3.38
Te 0.05 -1.61 -2.87
Ru 0.42 -0.13 -0.03
As -1.69 3.07 1.04
O 2.70 -3.47 7.01
O 0.49 1.16 -1.58
O -1.23 3.23 -2.48
O -0.69 1.75 0.90
O 4.37 -3.06 5.63
N -1.55 -0.47 -0.46
N 2.23 0.36 1.19
N 0.04 -1.75 1.25
C 3.14 1.71 2.97
C 1.03 5.22 -6.13
C -3.49 -1.78 0.09
C 6.96 -1.36 0.45
C 3.14 4.34 -1.11
C 4.90 -0.76 -2.62
C 3.06 -1.64 -0.75
C 2.56 0.72 -0.04
C 2.57 -3.42 3.40
C -0.08 5.97 -6.48
C -0.16 3.67 -2.89
C 7.16 1.04 0.58
C 1.30 2.22 -1.44
C 2.22 -2.97 4.67
C -1.28 -2.07 1.21
C 3.19 -3.19 5.79
C -2.13 -1.46 0.28
C 4.20 0.16 -1.85
C 3.29 -0.27 -0.90
C -3.62 -0.02 -1.54
C 2.40 2.09 -0.60
C 4.14 5.47 -0.95
C -1.21 5.97 -5.67
C -2.24 3.26 2.87
C 6.15 1.08 1.53
C -3.30 3.00 0.02
C 2.03 4.45 -1.94
C 7.56 -0.17 0.04
C 3.74 -2.56 -1.53
C 3.31 3.13 -0.44
C -0.77 4.68 0.58
C 1.10 3.42 -2.12
C 0.37 -1.78 3.68
C 1.88 1.40 2.17
C -2.29 0.25 -1.33
C 1.84 -3.05 2.29
C 4.68 -2.12 -2.46
C 0.76 -2.18 2.40
C 1.02 4.48 -4.96
C -0.10 4.48 -4.14
C 5.55 -0.11 1.92
C 1.09 -2.17 4.80
C -1.23 5.22 -4.51
C 5.95 -1.34 1.40
C 0.53 -0.15 -4.31
C -4.23 -1.06 -0.81
C 1.35 -3.05 -3.72
H 8.36 -0.20 -0.69
H 4.18 3.00 0.20
H 3.56 -3.62 -1.40
H 0.16 4.70 1.15
H -3.92 3.85 0.30
H 5.63 -0.41 -3.34
H 1.87 5.39 -2.47
H -4.18 0.58 -2.25
H 1.11 1.00 2.82
H -0.06 0.74 -4.08
H 0.79 -1.80 5.78
H 3.43 -4.09 3.31
H 4.39 1.22 -1.99
H 2.92 2.17 3.94
H 1.59 0.08 -4.24
H -1.78 1.06 -1.84
H 5.87 2.03 1.97
H 0.93 -3.32 -4.69
H 1.74 -3.63 6.97
H 2.34 -1.97 -0.03
H 5.50 -2.26 1.73
H 7.29 -2.30 0.03
H -1.38 5.54 0.84
H -0.55 4.68 -0.48
H 1.90 5.21 -6.77
H 1.37 -3.92 -3.07
H -3.06 3.04 -1.04
H -1.37 3.50 3.48
H -2.10 5.19 -3.87
H -1.67 -2.82 1.89
H 3.84 2.34 2.43
H 0.28 -0.56 -5.28
H -0.07 6.56 -7.39
H 4.46 5.57 0.08
H 7.65 1.96 0.28
H 1.89 3.89 -4.68
H -2.08 6.56 -5.95
H 1.49 2.30 1.70
H -2.98 4.05 2.97
H 5.22 -2.84 -3.06
H -3.82 2.07 0.26
H 5.03 5.30 -1.56
H 3.70 6.42 -1.26
H -0.49 -1.13 3.78
H 2.34 -2.63 -3.83
H -5.27 -1.30 -0.97
H -3.93 -2.58 0.68
H 2.10 -3.47 1.33
H -2.67 2.32 3.19

---

# 3
113
Properties=species:S:1:pos:R:3 method="wB97M-V/def2-TZVPD" orbital_gap_ev=8.94 lumo_energy_ev=-0.49 largest_force_ev_per_a=5.5 smiles="CCOCCOC[C@@]1(Br)[C@@H](F)C(=O)O[C@@]1(CC=O)N=C=S.c1ccncc1.c1ccncc1.c1ccncc1.c1ccncc1.c1ccncc1.c1ccncc1.c1ccncc1"
Br 3.91 -4.00 -0.14
S 5.38 1.87 0.79
F 7.88 -2.66 0.22
O 5.48 -2.38 2.63
O 4.44 0.14 -4.23
O 1.67 -3.63 -3.12
O 4.95 -4.72 -2.64
O 4.70 -1.39 0.59
N -5.42 -0.18 4.97
N -0.35 7.16 4.37
N 6.26 -0.46 -0.83
N -2.99 -4.57 -4.64
N 5.31 4.98 2.24
N -2.06 -0.82 0.14
N -4.82 -6.57 -0.94
N -5.47 3.39 -2.35
C 4.07 -4.26 -3.70
C 5.53 -3.05 -0.90
C 5.00 -0.46 -3.25
C 5.96 -3.71 -2.31
C -4.29 4.96 -3.73
C -5.45 4.43 -3.20
C -3.07 3.32 -2.49
C -2.09 1.55 0.55
C -4.51 -4.25 -0.36
C 6.64 4.83 2.27
C -1.95 -4.61 -5.49
C -3.11 0.06 2.12
C -2.78 1.35 1.74
C 4.15 -0.92 -1.96
C -3.34 -5.09 -7.36
C 5.66 7.36 2.34
C -5.67 2.08 5.76
C 0.60 6.21 4.21
C 5.54 -2.27 1.39
C 1.86 6.29 4.77
C 2.18 7.40 5.53
C 6.52 -3.10 0.36
C -5.22 0.32 7.32
C -4.28 -5.36 -1.17
C -5.92 -5.64 0.99
C 2.56 -4.75 -3.34
C 0.70 -3.88 -2.07
C -4.29 2.86 -2.02
C -5.35 -4.40 0.73
C 1.22 8.39 5.71
C 5.13 -1.50 -0.82
C -2.72 -0.99 1.30
C 7.54 5.89 2.34
C -4.21 -4.79 -5.16
C -5.65 1.13 4.76
C 0.03 -2.48 -1.59
C 5.85 0.61 -0.21
C -5.46 1.66 7.07
C -4.43 -5.05 -6.50
C -3.08 4.39 -3.37
C 7.03 7.18 2.37
C -5.21 -0.55 6.24
C -5.62 -6.68 0.13
C -0.02 8.22 5.11
C -2.07 -4.86 -6.85
C -1.76 0.44 -0.21
C 4.84 6.24 2.27
H 5.22 8.36 2.36
H 3.76 6.34 2.25
H -5.02 -1.61 6.39
H -1.07 -2.69 -1.30
H 6.95 -4.30 -2.26
H -5.47 2.38 7.88
H 3.16 7.50 5.99
H 2.58 5.49 4.62
H -2.14 4.78 -3.77
H 6.99 3.80 2.24
H 6.12 -0.70 -3.40
H -6.58 -5.79 1.83
H 7.70 8.03 2.42
H -2.95 -2.02 1.55
H -3.06 2.20 2.35
H -4.34 2.02 -1.33
H -5.55 -3.56 1.38
H -0.80 8.97 5.22
H -5.05 -0.04 8.32
H 0.30 5.36 3.61
H -4.33 5.80 -4.42
H 1.16 -4.35 -1.12
H 3.38 -1.72 -2.26
H 2.59 -5.38 -2.37
H -4.05 -3.30 -0.59
H 4.01 -3.12 -3.82
H -5.81 1.41 3.72
H 0.11 -1.69 -2.41
H 1.43 9.28 6.30
H 2.17 -5.37 -4.21
H 3.55 0.00 -1.64
H -3.48 -5.29 -8.42
H -0.14 -4.61 -2.39
H -5.86 3.12 5.53
H -0.98 -4.44 -5.04
H -6.42 4.84 -3.45
H 0.52 -2.09 -0.63
H 6.61 -4.18 0.69
H -1.82 2.54 0.22
H -5.44 -5.22 -6.87
H -6.04 -7.67 0.28
H -3.64 -5.29 -2.04
H -5.03 -4.75 -4.45
H 4.34 -4.81 -4.68
H -2.14 2.85 -2.19
H 8.60 5.71 2.36
H 6.06 -2.98 -3.18
H -1.20 -4.88 -7.49
H -1.22 0.54 -1.15
H -3.64 -0.13 3.04

---

# 4
114
Properties=species:S:1:pos:R:3 method="wB97M-V/def2-TZVPD" de_lowest_kj_mol=310.8 orbital_gap_ev=3.09 lumo_energy_ev=-1.98 largest_force_ev_per_a=6.7
S 1.16 3.55 -2.61
S 4.43 2.44 -1.35
S 1.10 1.51 -0.28
F 0.31 2.00 2.20
F 5.88 -1.19 1.94
F 5.95 -2.53 0.20
F 0.64 3.84 1.05
F 2.37 2.65 1.73
F 5.36 -3.31 2.17
O 1.98 3.63 -3.79
O -0.22 3.12 -2.76
O 4.26 1.55 -2.48
O 4.58 3.87 -1.58
N -2.30 -0.36 -0.44
N 1.98 2.90 -1.42
N -2.49 -1.66 -0.18
N -1.28 -2.13 0.19
C -3.86 1.32 0.48
C 8.20 2.66 0.39
C -3.43 0.54 -0.60
C 6.94 3.00 -0.14
C -4.10 0.35 2.79
C -1.88 -2.50 3.86
C -3.23 1.21 1.87
C -0.60 -2.46 3.03
C 1.11 2.59 1.24
C -5.28 1.32 -1.93
C -0.54 1.38 -0.53
C -4.23 -0.07 -4.30
C -0.30 -1.11 0.15
C -1.22 -4.06 -2.57
C -0.26 6.94 -0.88
C 5.24 -2.23 1.34
C -1.09 -3.45 0.72
C -2.16 -4.38 -1.40
C 6.13 2.00 -0.65
C -0.96 -0.01 -0.24
C 1.10 -1.41 0.45
C 2.20 5.99 -1.85
C 1.77 -2.51 -0.13
C -0.20 5.69 -1.50
C -3.10 -5.54 -1.73
C -5.00 2.13 0.33
C 0.65 -2.42 3.91
C 3.10 -2.78 0.16
C 3.79 -1.94 1.03
C 1.04 5.22 -1.95
C 8.62 1.33 0.40
C -3.80 -0.51 -2.89
C -4.16 0.50 -1.80
C -0.98 -5.82 0.34
C 2.12 7.24 -1.23
C 1.82 -0.63 1.39
C -4.40 -1.86 -2.54
C -0.57 -3.61 2.02
C -0.12 -4.88 2.40
C -5.70 2.13 -0.88
C 3.17 -0.87 1.65
C -0.31 -5.97 1.55
C -2.96 2.58 2.50
C 6.55 0.67 -0.67
C -1.41 -4.56 -0.08
C 0.90 7.71 -0.74
C 7.79 0.33 -0.13
H -0.76 1.65 -1.58
H -4.04 -2.64 -3.23
H 9.59 1.06 0.82
H 0.36 -5.00 3.37
H 5.91 -0.09 -1.12
H -2.34 3.20 1.85
H -0.62 -1.53 2.45
H -5.34 2.73 1.17
H -3.90 3.11 2.70
H -3.76 -5.26 -2.56
H -5.07 0.83 2.95
H 8.11 -0.71 -0.12
H -1.10 2.09 0.11
H -2.43 2.45 3.45
H 8.84 3.45 0.79
H 0.71 -1.46 4.43
H 1.56 -2.52 3.29
H -2.76 -2.50 3.21
H -5.84 1.31 -2.87
H -4.13 -2.14 -1.52
H 1.24 -3.16 -0.83
H 0.06 -6.95 1.85
H -6.59 2.75 -0.98
H -2.70 -0.60 -2.89
H 0.85 8.68 -0.24
H -3.73 -5.77 -0.86
H -1.16 -6.68 -0.30
H 6.61 4.04 -0.17
H -1.94 -1.62 4.52
H -1.80 -3.92 -3.49
H -4.28 -0.63 2.33
H -3.88 0.94 -4.52
H -3.79 -0.75 -5.04
H 1.30 0.12 1.97
H -0.51 -4.88 -2.72
H -2.27 0.71 1.74
H -1.91 -3.41 4.48
H -1.22 7.31 -0.52
H 3.03 7.84 -1.14
H -2.54 -6.44 -2.02
H 3.71 -0.22 2.33
H -3.61 0.20 3.76
H -2.79 -3.50 -1.25
H -1.08 5.07 -1.63
H 3.14 5.61 -2.22
H -5.50 -1.82 -2.60
H 0.64 -3.22 4.66
H -5.32 -0.11 -4.41
H 3.61 -3.63 -0.29
H -0.65 -3.14 -2.38